1.
C2H3N3O2 in the gas phase in a non-equilibrium geometry, computed with the ωB97M-V functional and the def2-TZVPD basis.

The calculation puts the HOMO-LUMO gap at 10.312 eV. The HOMO energy comes out at -9.863 eV. The energy relative to the best compared isomer or geometry (same formula, charge and spin) is 412.33 kJ/mol. Its structure (SMILES) is [H]/N=c1/ncon1O. The total energy is -10684.1833 eV.

Positions of all 10 atoms, in Å:
1 C 0.488 -1.206 1.144
2 C 0.149 0.759 0.434
3 H -1.022 -0.316 -2.259
4 H 0.768 -2.063 1.772
5 H -0.148 2.430 -0.678
6 N -0.706 -0.165 -0.380
7 N 0.708 0.002 1.488
8 N 0.321 1.989 0.157
9 O -0.325 0.082 -1.718
10 O -0.232 -1.512 0.039

=====

2.
C2H3N3O2 in the gas phase in a non-equilibrium geometry, computed with the ωB97M-V functional and the def2-TZVPD basis.

The calculation puts the HOMO-LUMO gap at 9.101 eV. The HOMO energy comes out at -10.011 eV. The energy relative to the best compared isomer or geometry (same formula, charge and spin) is 686.40 kJ/mol. Its structure (SMILES) is [H]/N=c1\cnon1O. The total energy is -10681.3427 eV.

Positions of all 10 atoms, in Å:
1 C -0.459 -1.299 -0.241
2 C -0.432 0.142 0.152
3 H 1.177 1.569 0.705
4 H -0.935 -1.982 0.454
5 H -0.959 -0.069 2.003
6 N 0.077 0.851 -0.903
7 N 0.445 -1.526 -1.221
8 N -0.728 0.733 1.253
9 O 1.198 1.641 -0.397
10 O 0.617 -0.060 -1.805

=====

3.
C2H3N3O2 in the gas phase, computed with the ωB97M-V functional and the def2-TZVPD basis.

The calculation puts the HOMO-LUMO gap at 9.723 eV. The HOMO energy comes out at -9.360 eV. The energy relative to the best compared isomer or geometry (same formula, charge and spin) is 198.12 kJ/mol. Its structure (SMILES) is [H]/N=c1\nc(O)[nH]o1. The total energy is -10686.4034 eV.

Positions of all 10 atoms, in Å:
1 C 0.948 0.267 -0.174
2 C -1.108 -0.295 -0.202
3 H 2.228 0.876 -1.364
4 H -2.421 -0.530 -1.494
5 H 0.877 0.673 1.832
6 N -0.006 0.071 -1.004
7 N -2.301 -0.566 -0.492
8 N 0.666 -0.042 1.141
9 O 2.178 0.674 -0.421
10 O -0.708 -0.310 1.141

=====

4.
C2H3N3O2 in the gas phase in a non-equilibrium geometry, computed with the ωB97M-V functional and the def2-TZVPD basis.

The calculation puts the HOMO-LUMO gap at 9.986 eV. The HOMO energy comes out at -9.605 eV. The energy relative to the best compared isomer or geometry (same formula, charge and spin) is 474.21 kJ/mol. Its structure (SMILES) is O=C1NN=CNO1. The total energy is -10683.5419 eV.

Positions of all 10 atoms, in Å:
1 C 1.403 0.075 -0.015
2 C -1.250 0.001 -0.010
3 H 0.816 2.066 0.498
4 H -2.366 -0.057 -0.459
5 H -1.093 -2.060 -0.254
6 N 0.484 1.155 0.410
7 N -0.814 1.154 -0.303
8 N -0.599 -1.248 0.299
9 O 2.554 -0.004 -0.148
10 O 0.866 -1.083 -0.018

=====

5.
C2H3N3O3 in the gas phase in a non-equilibrium geometry, computed with the ωB97M-V functional and the def2-TZVPD basis.

The calculation puts the HOMO-LUMO gap at 8.914 eV. The HOMO energy comes out at -9.271 eV. The energy relative to the best compared isomer or geometry (same formula, charge and spin) is 648.51 kJ/mol. Its structure (SMILES) is O/N=c1/cnon1O. The total energy is -12727.2365 eV.

Positions of all 11 atoms, in Å:
1 C -0.181 -0.444 -0.093
2 C 0.944 -1.254 0.271
3 H -3.290 -0.197 -0.346
4 H 0.841 -2.118 0.935
5 H 0.655 2.658 0.053
6 N -1.378 -0.852 -0.099
7 N 2.124 -0.737 0.004
8 N 0.337 0.690 -0.565
9 O -2.313 0.191 -0.158
10 O 1.882 0.393 -0.574
11 O 0.379 1.669 0.572

=====

6.
C2H3N3OS in the gas phase, computed with the ωB97M-V functional and the def2-TZVPD basis.

The calculation puts the HOMO-LUMO gap at 9.798 eV. The HOMO energy comes out at -9.422 eV. The energy relative to the best compared isomer or geometry (same formula, charge and spin) is 181.32 kJ/mol. Its structure (SMILES) is [H]/N=c1/ncon1S. The total energy is -19473.2073 eV.

Positions of all 10 atoms, in Å:
1 C -1.449 -1.038 -0.222
2 C -0.413 0.813 -0.029
3 H 2.690 -0.482 0.825
4 H -2.169 -1.853 -0.385
5 H 0.805 2.245 0.117
6 N 0.498 -0.245 0.314
7 N -1.661 0.220 -0.286
8 N -0.177 2.056 -0.076
9 O -0.203 -1.458 0.066
10 S 2.078 -0.258 -0.324